# 1
The following is a quantum chemistry calculation of the molecule C9H18O4S in a non-equilibrium geometry, from OMol25.

```
! RIJCOSX wB97M-V def2-TZVPD def2/J DEFGRID3
* xyz 0 1
C -2.4479 -1.6380 -3.0235
O -2.0151 -0.3279 -2.7066
C -1.7871 -0.1279 -1.3213
C -1.2089 1.2475 -1.1316
C 0.2435 1.4046 -1.5882
C 1.3363 1.2885 -0.5104
C 1.0515 0.3374 0.6441
C 2.2716 -0.4556 1.1249
C 1.7724 -1.6138 1.9632
O 1.2112 -1.1395 3.2047
S -0.0522 -0.1938 3.0258
O -0.3536 0.3925 4.2740
O -1.1041 -0.8955 2.3703
C 0.5371 1.0497 1.8982
H -1.9943 -1.9301 -3.9607
H -2.1451 -2.3626 -2.2713
H -3.5325 -1.6571 -3.1012
H -2.7377 -0.1830 -0.7878
H -1.1511 -0.9243 -0.9379
H -1.3765 1.5630 -0.1107
H -1.8146 1.9041 -1.7453
H 0.3320 2.3997 -2.0077
H 0.4186 0.7299 -2.4173
H 1.5292 2.2780 -0.1074
H 2.2572 0.9742 -0.9854
H 0.3039 -0.4019 0.3914
H 2.8298 0.1774 1.8076
H 2.8851 -0.8050 0.3063
H 1.0460 -2.1885 1.4008
H 2.6083 -2.2411 2.2325
H 1.3514 1.5915 2.3624
H -0.2644 1.7475 1.7081
*
```

SMILES: COCCCC[C@H]1CCOS(=O)(=O)C1
Energy relative to the best compared isomer or geometry (same formula, charge and spin) in kcal per mole: 0.0
Kohn-Sham gap in eV: 10.52
Maximum force in Eh/bohr: 0.023
HOMO energy in eV: -9.80
E in eV: -28649.1052

***

# 2
The following is a quantum chemistry calculation of C9H19AsF6NNaO7PS3Te as an isolated structure in a non-equilibrium geometry, from OMol25.

```
! RIJCOSX wB97M-V def2-TZVPD def2/J DEFGRID3
* xyz -1 1
Na -0.6031 0.0297 -0.1747
F -4.2755 -2.7979 -3.4264
C -3.0527 -2.8297 -2.8802
F -2.1736 -2.8642 -3.8943
F -2.9533 -3.9694 -2.2208
S -2.7795 -1.2239 -1.9241
O -1.3973 -1.1798 -1.5126
O -3.1632 -0.2491 -2.8872
N -3.7438 -1.3600 -0.6807
S -3.0803 -0.4878 0.4481
O -2.0327 -1.1277 1.1794
O -2.7214 0.8236 -0.0005
C -4.4593 -0.2554 1.6894
F -4.1066 0.6565 2.5950
F -4.7197 -1.3830 2.3451
F -5.5942 0.1583 1.1288
C 0.4802 -1.6977 2.2609
As 0.5511 -2.7220 0.6032
C 1.5299 -2.0266 -0.9333
C 2.0196 -3.9376 1.1878
S -0.9528 -4.0659 0.1760
H 1.4771 -1.6919 2.7045
H -0.2195 -2.2225 2.9186
H 0.1315 -0.6838 2.1128
H 2.3220 -1.3708 -0.5796
H 0.8954 -1.4939 -1.6338
H 1.9625 -2.9056 -1.4318
H 2.9521 -3.4084 1.3822
H 2.1732 -4.6800 0.3999
H 1.6998 -4.4611 2.0931
C 4.3866 1.5204 0.7793
C 3.4258 2.3474 -0.0632
O 2.3685 2.8344 0.7262
P 0.9342 2.0062 0.8094
O 1.1671 0.5931 0.3594
Te -0.0068 2.5154 2.8569
O 0.1318 2.6236 -0.4895
C -0.2065 3.9915 -0.4294
C 0.3798 4.7580 -1.6076
H 5.2316 1.1973 0.1733
H 3.8623 0.6489 1.1650
H 4.7383 2.1138 1.6209
H 3.0300 1.7348 -0.8815
H 3.9411 3.2231 -0.4773
H 0.1806 4.4078 0.5130
H -1.2988 4.0728 -0.4348
H 1.4575 4.6071 -1.6465
H 0.1737 5.8186 -1.4771
H -0.0624 4.4134 -2.5412
*
```

Kohn-Sham gap in eV: 7.00
Maximum force in Eh/bohr: 0.056
HOMO energy in eV: -4.91
E in eV: -156116.1804

***

# 3
The following is a quantum chemistry calculation of an isolated ion of composition C9H19BN2OP and charge +1 in a non-equilibrium geometry, from OMol25.

```
! RIJCOSX wB97M-V def2-TZVPD def2/J DEFGRID3
* xyz 1 1
C -4.0277 0.1014 0.6067
P -2.8072 -0.2717 -0.4568
C -1.2252 0.4394 0.2708
C -1.0536 0.4080 1.8160
C -0.9117 1.7585 -0.3296
O 0.4375 2.2682 -0.3197
B 1.5585 1.4684 -0.3562
C 2.9366 2.0684 -0.3992
N 1.3298 -0.0229 -0.1586
C 2.1283 -1.1611 0.2982
C 1.2228 -2.4464 0.1154
C -0.2372 -1.8822 0.1215
C -0.1835 -0.4845 -0.3489
N -0.3611 -0.5587 -1.8961
H -5.0675 -0.0653 0.5651
H -3.8934 0.7845 1.4690
H -0.0118 0.3040 2.0957
H -1.6691 -0.5285 2.1421
H -1.4402 1.3457 2.4245
H -1.1722 1.8479 -1.4723
H -1.5820 2.5154 0.1639
H 3.7111 1.5462 -0.0092
H 3.0418 2.9994 0.0541
H 3.2708 2.2994 -1.4652
H 2.3096 -1.1282 1.4390
H 3.0260 -1.1561 -0.3553
H 1.4680 -3.1716 0.8755
H 1.4679 -2.8450 -0.8495
H -0.8531 -2.5821 -0.3352
H -0.5292 -1.9468 1.2169
H -0.4770 0.4071 -2.3096
H -0.9392 -1.3125 -2.2605
H 0.5330 -0.9985 -2.3524
*
```

SMILES: C=P[C@]1(C)COB(C)N2CCC[C@]21[NH3+]
Energy relative to the best compared isomer or geometry (same formula, charge and spin) in kcal per mole: 14.8
Kohn-Sham gap in eV: 9.46
Maximum force in Eh/bohr: 0.091
HOMO energy in eV: -12.91
E in eV: -24626.9602

***

# 4
The following is a quantum chemistry calculation of C9H19BeBr2Cl2CsF3GaIN2NaO7PS as an isolated structure in a non-equilibrium geometry, from OMol25.

```
! RIJCOSX wB97M-V def2-TZVPD def2/J DEFGRID3
* xyz -1 1
N -4.3436 -0.0253 -4.2050
C -3.5394 -0.3081 -5.0644
O -2.5081 -0.3507 -6.0419
Ga -1.1279 -1.4123 -5.2922
N -1.6940 -3.1273 -4.6158
I -0.1067 -0.0856 -3.2574
P 0.5228 -1.7293 -6.9288
O 0.5381 -3.2907 -7.6592
O 2.1005 -1.4441 -6.2797
S 0.3429 -0.4223 -8.4071
H -1.4284 -3.2268 -3.6205
H -2.7061 -3.2963 -4.7097
H 1.1020 -3.2445 -8.4846
H 2.3069 -2.1861 -5.6506
Be 2.3118 -1.4554 -3.0506
Cl 1.2131 2.9260 1.9098
C -0.4658 2.6258 1.4001
C -0.6402 1.2503 0.7917
Cl 0.1855 1.0989 -0.7764
H -0.7533 3.4140 0.7014
H -1.0899 2.7190 2.2941
H -1.7002 1.0551 0.6115
H -0.2587 0.4691 1.4517
F 3.2748 2.3771 0.6349
Cs 1.4894 4.4290 3.5772
F -0.8244 -4.7534 -5.7705
Na 1.5190 -2.2098 -10.0114
C 7.5404 1.5937 3.8157
C 6.3196 1.5906 4.7006
O 5.3618 2.3089 4.4392
C 6.3492 0.6736 5.8937
H 7.3899 2.2965 2.9926
H 8.4142 1.9088 4.3902
H 7.6995 0.5968 3.3999
H 7.1753 0.9511 6.5543
H 6.4605 -0.3627 5.5621
H 5.4108 0.7686 6.4444
Br -2.6761 -1.2125 3.7625
C -4.2218 -1.1188 2.5765
C -4.0300 -1.9913 1.3613
Br -2.8216 -1.1551 0.0793
H -4.3734 -0.0680 2.3346
H -5.0616 -1.4716 3.1757
H -4.9719 -2.1165 0.8247
H -3.6173 -2.9733 1.5941
F 4.0047 1.8654 6.3210
C -6.8156 1.6973 3.6444
O -6.4759 0.4785 3.6485
O -7.0044 2.1561 2.3750
O -6.9933 2.4984 4.5782
H -6.7826 1.2891 1.9848
*
```

Kohn-Sham gap in eV: 1.14
Maximum force in Eh/bohr: 0.241
HOMO energy in eV: -4.69
E in eV: -286190.8913

***

# 5
The following is a quantum chemistry calculation of C9H19BrF3GaNaO4P as an isolated structure in a non-equilibrium geometry, from OMol25.

```
! RIJCOSX wB97M-V def2-TZVPD def2/J DEFGRID3
* xyz 0 1
C 1.3490 -2.6335 2.1798
C 0.3251 -1.6888 2.9737
O -1.0744 -1.9871 2.7493
P -1.8912 -0.8253 1.8259
O -3.3959 -1.0382 2.1112
C -1.7115 -1.0835 -0.0539
C -0.1831 -1.2932 -0.4940
Ga 0.2223 -0.8638 -2.4583
Br -1.2627 -2.2173 -3.8187
C 0.1475 1.1488 -2.9093
C 1.5064 1.4922 -3.6720
O 1.2969 1.6979 -5.1008
C 2.2374 2.7757 -3.1006
F 3.5649 2.7654 -3.5897
F 2.3000 2.7628 -1.7046
F 1.6185 3.9633 -3.4894
O -1.4234 0.7753 2.1127
C -2.0185 1.3239 3.3144
C -1.1430 0.9395 4.6054
H 1.9439 -1.9463 1.4815
H 0.8544 -3.3978 1.5109
H 2.1389 -3.0902 2.8715
H 0.6298 -0.6169 2.7839
H 0.5230 -1.8820 4.0873
H -2.1614 -0.1875 -0.6063
H -2.3300 -2.0039 -0.2796
H 0.0518 -2.4017 -0.3151
H 0.4564 -0.7109 0.2558
H 1.7430 -1.3530 -2.7376
H -0.0043 1.8244 -2.0089
H -0.7195 1.3631 -3.6298
H 2.1981 0.5960 -3.5452
H 0.8269 0.9142 -5.4548
H -3.1234 1.1115 3.4319
H -1.9277 2.4626 3.2154
H -0.0488 0.9681 4.2765
H -1.2868 1.7779 5.3578
H -1.4216 -0.0849 4.9970
Na 1.1931 0.6431 -7.1735
*
```

Kohn-Sham gap in eV: 5.19
Maximum force in Eh/bohr: 0.097
HOMO energy in eV: -7.99
E in eV: -162106.9774

***

# 6
The following is a quantum chemistry calculation of C9H19Cl14OY as an isolated structure in a non-equilibrium geometry, from OMol25.

```
! RIJCOSX wB97M-V def2-TZVPD def2/J DEFGRID3
* xyz 2 1
Y -1.2307 -4.0439 -1.3326
C -0.7960 0.3315 -0.2812
C -0.2433 -0.8943 0.3978
O -0.5552 -2.1549 -0.1786
H -0.7429 0.2583 -1.3674
H -0.2957 1.2490 0.0285
H -1.8587 0.5136 -0.1212
H -0.4698 -0.8743 1.4638
H 0.8363 -0.7482 0.4346
C -1.8733 3.1920 2.1544
Cl -0.2823 3.7486 1.4373
Cl -3.2004 3.5620 1.0064
H -1.7860 2.1101 2.2537
H -2.1113 3.6180 3.1290
C 2.6179 1.5306 2.0441
Cl 1.2455 1.2415 3.1831
Cl 4.2491 1.6403 2.8093
H 2.5964 0.6641 1.3832
H 2.4741 2.4309 1.4466
C 0.3835 -1.0671 -4.2028
Cl -0.9414 -2.0077 -3.4478
Cl 0.6447 -1.5212 -5.9416
H 0.0410 -0.0324 -4.2155
H 1.3535 -1.1561 -3.7138
C -0.2808 -2.8699 3.6434
Cl 0.5763 -3.6598 4.9999
Cl -0.9497 -1.2955 4.2643
H 0.3933 -2.7192 2.8002
H -1.1119 -3.4860 3.3003
C 3.0631 -2.7804 1.1820
Cl 3.2181 -2.4290 2.9385
Cl 3.9366 -1.5073 0.2744
H 3.5437 -3.7254 0.9288
H 2.0140 -2.7591 0.8870
C 1.2252 3.3496 -2.3277
Cl 0.9027 3.5035 -4.0325
Cl 2.2864 1.9473 -1.9077
H 1.7718 4.2507 -2.0495
H 0.2375 3.3167 -1.8677
C -4.0581 -0.1661 -2.1733
Cl -3.6958 0.5761 -3.7397
Cl -5.6533 -0.9297 -2.1602
H -3.3266 -0.8962 -1.8271
H -4.1477 0.6889 -1.5031
*
```

Kohn-Sham gap in eV: 3.60
Maximum force in Eh/bohr: 0.133
HOMO energy in eV: -14.62
E in eV: -188025.0909

***

# 7
The following is a quantum chemistry calculation of C9H19Cl2N2PtSeSi as an isolated structure in a non-equilibrium geometry, from OMol25.

```
! RIJCOSX wB97M-V def2-TZVPD def2/J DEFGRID3
* xyz 1 1
Pt 0.8578 -1.0345 -0.0901
Cl 3.6135 -1.6998 0.0011
C 3.7260 -1.6487 1.7785
Cl 2.2243 -1.0200 2.4683
H 4.5420 -0.9931 2.0537
H 3.8838 -2.6577 2.1360
C -3.8297 -3.5998 -0.8187
Si -2.9188 -2.0723 -0.3344
C -3.2987 -0.6673 -1.4780
C -3.0519 -1.6940 1.4709
Se -0.6460 -2.6847 -0.6443
H -4.9028 -3.4198 -0.7024
H -3.5594 -4.4564 -0.1988
H -3.6445 -3.8592 -1.8633
H -4.3365 -0.7651 -1.8085
H -2.6656 -0.6881 -2.3673
H -3.1862 0.3025 -0.9925
H -4.1026 -1.5921 1.7598
H -2.5335 -0.7697 1.7321
H -2.6210 -2.5078 2.0577
C 4.0254 3.5708 -0.2113
C 2.7597 2.7833 -0.2198
C 1.4419 3.1769 -0.3158
C 0.6773 2.0038 -0.2946
N 1.4885 0.9505 -0.1815
N 2.7446 1.4436 -0.1364
C -0.8025 1.8479 -0.3957
H 3.7976 4.6315 -0.2676
H 4.6539 3.3106 -1.0640
H 4.5967 3.3918 0.7002
H 1.0755 4.1866 -0.3955
H 3.5290 0.8130 -0.1060
H -1.2825 2.8233 -0.4378
H -1.1954 1.3021 0.4635
H -1.0601 1.2919 -1.2977
*
```

Energy relative to the best compared isomer or geometry (same formula, charge and spin) in kcal per mole: 13.9
Kohn-Sham gap (alpha / beta) in eV: 6.33 / 6.42
Maximum force in Eh/bohr: 0.022
HOMO energy (alpha / beta) in eV: -11.93 / -11.98
E in eV: -114131.2698